1.
{"formula": "C13H14ClIIrN2O8P2", "method": "ωB97M-V with the def2-TZVPD basis set", "symbols": ["Ir", "Cl", "C", "C", "C", "I", "C", "O", "C", "N", "C", "C", "C", "C", "H", "H", "H", "H", "C", "C", "O", "P", "O", "O", "O", "P", "O", "O", "O", "H", "H", "H", "H", "H", "H", "H", "C", "C", "N", "H", "H", "H"], "positions_angstrom": [[-0.35, 0.65, -0.66], [-2.99, -1.22, 5.28], [-2.80, -0.68, 3.68], [-3.91, -0.57, 2.86], [-3.81, -0.14, 1.54], [-5.45, 0.04, 0.34], [-2.52, 0.17, 1.02], [-2.32, 0.55, -0.18], [-1.38, 0.09, 1.90], [-0.20, 0.45, 1.33], [0.91, 0.41, 2.05], [0.89, 0.00, 3.38], [-0.30, -0.38, 3.97], [-1.48, -0.33, 3.21], [-4.88, -0.83, 3.27], [1.82, 0.72, 1.55], [1.82, -0.02, 3.93], [-0.32, -0.70, 5.00], [2.19, -2.68, -0.67], [1.90, -1.88, -1.93], [2.43, -2.44, -3.12], [2.56, -0.18, -1.82], [4.03, -0.25, -1.31], [2.70, 0.48, -3.23], [1.72, 0.58, -0.80], [0.09, -1.53, -2.14], [-0.54, -2.66, -3.01], [0.01, -0.13, -2.78], [-0.51, -1.43, -0.73], [3.26, -2.90, -0.62], [1.63, -3.62, -0.69], [1.91, -2.14, 0.22], [2.58, -3.39, -2.99], [4.73, 0.01, -1.92], [1.85, 0.60, -3.68], [-0.56, -2.52, -3.96], [-0.84, 5.13, -1.49], [-0.69, 3.72, -1.16], [-0.58, 2.61, -0.92], [-1.59, 5.57, -0.84], [-1.15, 5.23, -2.53], [0.11, 5.63, -1.34]], "s_squared": 0.78, "mol_weight_g_mol": 742.78, "charge": 2, "energy_ev": -75099.107, "spin_multiplicity": 2}

=====

2.
{"formula": "C30H78NO6P2", "method": "ωB97M-V with the def2-TZVPD basis set", "symbols": ["C", "C", "C", "C", "N", "P", "P", "C", "C", "H", "H", "H", "H", "H", "H", "H", "H", "H", "H", "H", "H", "H", "H", "H", "H", "H", "H", "C", "C", "O", "C", "C", "H", "H", "H", "H", "H", "H", "H", "H", "H", "H", "C", "C", "O", "C", "C", "H", "H", "H", "H", "H", "H", "H", "H", "H", "H", "C", "C", "O", "C", "C", "H", "H", "H", "H", "H", "H", "H", "H", "H", "H", "C", "C", "O", "C", "C", "H", "H", "H", "H", "H", "H", "H", "H", "H", "H", "C", "C", "O", "C", "C", "H", "H", "H", "H", "H", "H", "H", "H", "H", "H", "C", "C", "O", "C", "C", "H", "H", "H", "H", "H", "H", "H", "H", "H", "H"], "positions_angstrom": [[-6.44, -0.26, -1.01], [-5.37, -1.07, -1.75], [-4.89, -2.28, -0.93], [-3.46, -2.69, -1.25], [-2.81, -3.44, -0.15], [-1.86, -2.63, 0.93], [-2.45, -0.58, 1.26], [-0.89, 0.36, 1.12], [-3.07, -0.54, 2.99], [-7.11, 0.23, -1.71], [-7.05, -0.90, -0.38], [-5.99, 0.51, -0.39], [-5.78, -1.42, -2.70], [-4.51, -0.44, -1.99], [-4.94, -2.01, 0.13], [-5.55, -3.13, -1.08], [-3.43, -3.33, -2.13], [-2.85, -1.82, -1.50], [-3.47, -4.05, 0.32], [-0.54, -2.69, 0.46], [-1.88, -3.44, 2.07], [-0.91, 0.87, 0.16], [-0.85, 1.10, 1.91], [0.02, -0.25, 1.16], [-2.99, -1.49, 3.51], [-4.13, -0.26, 2.95], [-2.53, 0.22, 3.55], [-6.07, -5.09, 4.93], [-5.19, -4.17, 4.11], [-5.27, -4.38, 2.71], [-6.56, -4.20, 2.13], [-7.11, -2.80, 2.28], [-5.87, -6.13, 4.68], [-5.87, -4.95, 5.99], [-7.13, -4.90, 4.76], [-4.15, -4.34, 4.36], [-5.42, -3.12, 4.35], [-7.26, -4.94, 2.53], [-6.42, -4.44, 1.07], [-7.34, -2.56, 3.32], [-8.04, -2.71, 1.72], [-6.40, -2.06, 1.91], [4.18, 3.91, 1.40], [3.62, 2.51, 1.21], [2.22, 2.41, 1.44], [1.40, 3.19, 0.59], [1.55, 2.86, -0.88], [3.90, 4.30, 2.38], [5.26, 3.88, 1.32], [3.81, 4.60, 0.64], [4.07, 1.83, 1.94], [3.87, 2.13, 0.21], [1.57, 4.26, 0.75], [0.38, 2.99, 0.92], [2.53, 3.13, -1.27], [0.80, 3.40, -1.47], [1.41, 1.79, -1.05], [4.37, -4.29, -0.87], [4.88, -3.51, 0.32], [4.55, -2.13, 0.29], [3.17, -1.82, 0.29], [2.43, -2.31, 1.52], [4.69, -3.83, -1.80], [4.77, -5.31, -0.84], [3.28, -4.37, -0.89], [5.97, -3.52, 0.34], [4.54, -3.97, 1.26], [2.69, -2.20, -0.62], [3.13, -0.73, 0.24], [2.38, -3.40, 1.57], [1.40, -1.93, 1.50], [2.91, -1.96, 2.43], [-6.70, 1.14, -4.84], [-5.38, 1.70, -4.32], [-4.25, 0.91, -4.65], [-3.99, 0.75, -6.04], [-3.72, 2.06, -6.77], [-6.83, 0.10, -4.53], [-7.53, 1.73, -4.45], [-6.76, 1.18, -5.93], [-5.40, 1.71, -3.23], [-5.25, 2.73, -4.66], [-4.81, 0.21, -6.53], [-3.11, 0.11, -6.08], [-4.60, 2.70, -6.81], [-3.41, 1.85, -7.79], [-2.92, 2.61, -6.27], [6.21, 4.09, -4.79], [5.28, 4.03, -3.59], [3.95, 3.62, -3.90], [3.82, 2.34, -4.48], [4.30, 1.21, -3.58], [5.78, 4.72, -5.57], [7.17, 4.52, -4.48], [6.41, 3.11, -5.21], [5.17, 5.02, -3.15], [5.70, 3.38, -2.81], [4.32, 2.28, -5.45], [2.75, 2.23, -4.66], [5.38, 1.24, -3.42], [4.05, 0.24, -4.00], [3.82, 1.30, -2.60], [4.79, 2.72, 5.83], [5.80, 3.13, 4.77], [7.15, 2.89, 5.13], [7.49, 1.54, 5.36], [7.29, 0.63, 4.16], [5.04, 3.18, 6.79], [3.79, 3.04, 5.53], [4.77, 1.64, 5.97], [5.74, 4.21, 4.61], [5.57, 2.66, 3.81], [6.95, 1.15, 6.23], [8.55, 1.56, 5.63], [6.23, 0.51, 3.91], [7.68, -0.36, 4.37], [7.80, 1.03, 3.28]], "mol_weight_g_mol": 610.90, "charge": 1, "energy_ev": -64718.773}

=====

3.
{"formula": "C3H8N2O2", "method": "ωB97M-V with the def2-TZVPD basis set", "symbols": ["C", "C", "O", "O", "C", "N", "N", "H", "H", "H", "H", "H", "H", "H", "H"], "positions_angstrom": [[-1.63, 0.91, 0.57], [-0.82, -0.16, -0.08], [-1.37, -0.71, -1.29], [-0.23, -1.10, 0.83], [0.68, -0.28, 0.10], [1.50, -1.01, -0.83], [1.46, 0.65, 0.86], [-2.67, 0.59, 0.68], [-1.25, 1.17, 1.56], [-1.61, 1.81, -0.05], [-1.04, -0.20, -2.05], [2.04, -1.69, -0.29], [0.87, -1.61, -1.38], [1.72, 1.42, 0.25], [2.34, 0.21, 1.12]], "smiles": "C[C@]1(O)OC1(N)N", "mol_weight_g_mol": 104.11, "energy_ev": -10315.008}

=====

4.
{"formula": "C43H33Br2N9O4PbS2", "method": "ωB97M-V with the def2-TZVPD basis set", "symbols": ["Pb", "C", "C", "C", "C", "C", "N", "C", "C", "C", "C", "C", "C", "C", "N", "C", "C", "C", "N", "C", "C", "N", "C", "C", "C", "N", "H", "H", "H", "H", "H", "H", "H", "H", "H", "H", "H", "H", "H", "H", "H", "H", "H", "H", "Br", "C", "C", "C", "Br", "C", "C", "C", "C", "N", "C", "C", "O", "H", "H", "H", "H", "C", "O", "H", "H", "H", "N", "C", "C", "C", "C", "C", "N", "C", "H", "H", "H", "H", "O", "S", "O", "N", "C", "S", "C", "C", "C", "C", "C", "C", "H", "H", "H", "H"], "positions_angstrom": [[0.00, -0.16, 0.14], [5.02, -4.42, 2.00], [3.94, -3.37, 2.00], [2.82, -3.48, 2.81], [1.89, -2.46, 2.89], [2.03, -1.26, 2.18], [1.14, -0.20, 2.26], [0.65, 0.22, 3.45], [1.18, -0.22, 4.70], [0.62, 0.09, 5.91], [-0.52, 0.90, 5.99], [-1.20, 1.22, 7.30], [-0.97, 1.45, 4.81], [-0.40, 1.19, 3.56], [-0.85, 1.98, 2.46], [-1.75, 2.99, 2.52], [-1.72, 3.66, 1.31], [-0.76, 2.99, 0.56], [-0.26, 1.97, 1.25], [3.12, -1.20, 1.29], [4.05, -2.23, 1.21], [3.31, -0.06, 0.44], [4.47, 0.61, 0.24], [4.24, 1.54, -0.75], [2.89, 1.36, -1.10], [2.35, 0.39, -0.38], [4.76, -5.23, 2.68], [5.97, -3.99, 2.30], [5.14, -4.85, 1.01], [2.68, -4.37, 3.41], [1.02, -2.59, 3.52], [2.07, -0.83, 4.67], [1.07, -0.29, 6.82], [-0.79, 0.61, 8.11], [-2.27, 1.03, 7.23], [-1.06, 2.27, 7.56], [-1.81, 2.13, 4.88], [-2.34, 3.22, 3.38], [-2.32, 4.50, 1.02], [-0.40, 3.18, -0.44], [4.88, -2.13, 0.52], [5.34, 0.40, 0.83], [4.93, 2.25, -1.15], [2.29, 1.85, -1.85], [-0.04, 2.40, -4.64], [-1.59, 2.15, -3.57], [-2.81, 2.63, -4.02], [-3.94, 2.47, -3.26], [-5.59, 3.16, -3.90], [-3.87, 1.81, -2.01], [-4.98, 1.61, -1.17], [-4.83, 0.97, 0.03], [-3.55, 0.52, 0.39], [-2.49, 0.67, -0.37], [-2.61, 1.31, -1.56], [-1.40, 1.48, -2.35], [-0.25, 1.08, -1.97], [-2.87, 3.14, -4.98], [-5.95, 1.97, -1.48], [-5.67, 0.83, 0.70], [-3.39, 0.03, 1.35], [-1.22, -2.13, -3.42], [-0.43, -2.10, -2.23], [-1.05, -3.05, -3.98], [-1.01, -1.27, -4.05], [-2.25, -2.09, -3.08], [-4.89, -4.74, -0.72], [-4.28, -4.14, 0.05], [-3.55, -3.39, 1.01], [-4.08, -3.17, 2.28], [-3.33, -2.44, 3.19], [-2.11, -1.92, 2.79], [-1.61, -2.11, 1.56], [-2.30, -2.84, 0.70], [-5.05, -3.57, 2.54], [-3.70, -2.26, 4.19], [-1.50, -1.34, 3.47], [-1.84, -3.00, -0.27], [1.79, -6.14, 0.15], [1.77, -5.91, -1.27], [1.33, -6.97, -2.12], [0.91, -4.51, -1.59], [1.70, -3.60, -2.01], [1.19, -2.00, -2.44], [3.13, -3.94, -2.18], [4.15, -3.15, -2.69], [5.40, -3.73, -2.84], [5.62, -5.06, -2.49], [4.59, -5.84, -1.98], [3.35, -5.26, -1.84], [3.97, -2.12, -2.96], [6.22, -3.14, -3.23], [6.61, -5.49, -2.61], [4.75, -6.88, -1.70]], "mol_weight_g_mol": 1170.94, "energy_ev": -233729.711}

=====

5.
{"formula": "C2H7NO2S", "method": "ωB97M-V with the def2-TZVPD basis set", "symbols": ["C", "N", "S", "O", "O", "C", "H", "H", "H", "H", "H", "H", "H"], "positions_angstrom": [[2.17, -0.48, 0.16], [1.23, -0.28, -0.87], [0.13, 0.76, -0.63], [0.24, 1.74, 0.36], [-1.34, 0.08, -0.70], [-2.20, -0.29, 0.37], [1.91, -1.19, 0.90], [3.10, -0.85, -0.34], [2.50, 0.38, 0.73], [-0.36, 1.20, -1.94], [-3.15, -0.27, -0.13], [-1.96, -1.25, 0.91], [-2.26, 0.46, 1.17]], "smiles": "CN=[S@H](=O)OC", "mol_weight_g_mol": 109.15, "energy_ev": -18604.430}

=====

6.
{"formula": "C17H29N2O2P", "method": "ωB97M-V with the def2-TZVPD basis set", "symbols": ["H", "N", "C", "C", "P", "C", "C", "C", "C", "C", "C", "C", "C", "C", "C", "O", "N", "C", "C", "O", "C", "C", "C", "H", "H", "H", "H", "H", "H", "H", "H", "H", "H", "H", "H", "H", "H", "H", "H", "H", "H", "H", "H", "H", "H", "H", "H", "H", "H", "H", "H"], "positions_angstrom": [[1.55, -1.96, -2.66], [0.66, -1.61, -2.33], [0.82, -0.52, -1.71], [-0.33, 0.25, -1.15], [-0.81, -0.01, 0.63], [0.16, 0.71, 2.01], [1.23, 1.73, 1.58], [2.43, 1.18, 0.85], [2.86, -0.14, 0.93], [3.98, -0.59, 0.22], [4.69, 0.29, -0.58], [4.29, 1.62, -0.66], [3.16, 2.06, 0.05], [-1.98, 1.53, 0.56], [-3.33, 1.24, -0.01], [-4.01, 0.34, 0.42], [-3.84, 2.14, -0.99], [-5.24, 1.83, -1.29], [-3.06, 2.09, -2.24], [0.11, -1.49, 0.66], [-0.41, -2.53, 1.46], [0.69, -3.55, 1.69], [1.14, -4.18, 0.37], [1.81, -0.08, -1.60], [-0.09, 1.30, -1.27], [-1.20, 0.00, -1.76], [-1.94, -0.78, 0.98], [-0.54, 1.21, 2.67], [0.62, -0.06, 2.61], [0.75, 2.53, 1.02], [1.60, 2.20, 2.49], [2.34, -0.85, 1.55], [4.25, -1.63, 0.31], [5.55, -0.07, -1.13], [4.85, 2.32, -1.27], [2.88, 3.10, -0.04], [-2.18, 1.90, 1.57], [-1.56, 2.37, 0.01], [-5.35, 0.86, -1.78], [-5.60, 2.59, -1.98], [-5.85, 1.89, -0.40], [-2.12, 2.62, -2.12], [-3.62, 2.63, -2.99], [-2.91, 1.08, -2.61], [-0.74, -2.15, 2.43], [-1.22, -3.02, 0.92], [0.27, -4.33, 2.32], [1.53, -3.09, 2.20], [0.31, -4.17, -0.33], [1.44, -5.22, 0.50], [1.95, -3.62, -0.10]], "smiles": "[H]/N=C/C[PH](CCc1ccccc1)(CC(=O)N(C)C)OCCC", "mol_weight_g_mol": 324.41, "energy_ev": -34462.255}

=====

7.
{"formula": "C8H15ClCuO5", "method": "ωB97M-V with the def2-TZVPD basis set", "symbols": ["Cu", "O", "C", "C", "O", "H", "H", "H", "H", "Cl", "C", "C", "O", "H", "H", "H", "H", "H", "O", "C", "O", "C", "C", "C", "H", "H", "H", "H", "H", "H"], "positions_angstrom": [[-1.92, -0.98, -0.84], [0.05, -3.42, -3.24], [-0.48, -3.80, -4.52], [-1.31, -2.79, -5.41], [-2.17, -1.85, -4.74], [-1.16, -4.63, -4.34], [0.31, -4.19, -5.16], [-1.86, -3.49, -6.03], [-0.69, -2.23, -6.12], [-4.30, -3.26, 1.82], [-6.33, 4.36, 0.61], [-4.83, 3.89, 0.68], [-4.44, 3.00, -0.35], [-6.49, 5.31, 0.10], [-6.77, 4.61, 1.58], [-6.96, 3.60, 0.15], [-4.49, 3.66, 1.69], [-4.27, 4.81, 0.49], [2.32, -0.13, 2.07], [3.55, -0.04, 2.28], [4.27, 0.92, 1.98], [5.68, 0.57, 2.37], [5.59, -0.37, 3.50], [4.33, -1.01, 3.01], [6.18, 1.50, 2.64], [6.24, 0.14, 1.54], [5.26, 0.07, 4.44], [6.48, -0.97, 3.67], [3.83, -1.47, 3.86], [4.37, -1.81, 2.27]], "s_squared": 0.77, "mol_weight_g_mol": 290.20, "charge": -2, "energy_ev": -75929.758, "spin_multiplicity": 2}

=====

8.
{"formula": "C27H25IMnN4O2", "method": "ωB97M-V with the def2-TZVPD basis set", "symbols": ["C", "C", "H", "H", "H", "H", "H", "H", "C", "C", "C", "C", "H", "H", "H", "H", "N", "C", "C", "N", "C", "C", "C", "H", "H", "C", "H", "H", "Mn", "I", "O", "C", "N", "C", "C", "O", "N", "C", "C", "C", "C", "C", "C", "C", "C", "C", "C", "C", "C", "H", "H", "H", "H", "H", "H", "H", "H", "H", "H", "H"], "positions_angstrom": [[1.43, 3.93, -1.79], [2.69, 3.08, -2.04], [0.83, 4.11, -2.70], [1.77, 4.93, -1.48], [0.82, 3.56, -0.97], [2.71, 2.50, -2.97], [3.55, 3.76, -2.11], [2.89, 2.46, -1.17], [-2.49, 1.97, -1.94], [-3.83, 1.69, -2.25], [-4.15, 0.52, -2.95], [-3.13, -0.37, -3.28], [-2.19, 2.84, -1.35], [-4.60, 2.40, -1.96], [-5.16, 0.28, -3.26], [-3.32, -1.32, -3.76], [-1.51, 1.14, -2.36], [-1.81, -0.03, -2.97], [-0.72, -0.95, -3.24], [0.53, -0.52, -2.90], [1.56, -1.39, -2.91], [0.14, -3.11, -3.87], [1.40, -2.69, -3.41], [2.52, -1.02, -2.50], [2.26, -3.35, -3.44], [-0.93, -2.23, -3.75], [-1.93, -2.52, -4.04], [-0.03, -4.09, -4.30], [0.61, 1.56, -2.30], [0.67, 2.76, -4.84], [1.93, 2.58, 0.74], [1.25, 1.57, 0.85], [0.99, 0.97, 2.07], [0.38, -0.31, 1.96], [0.13, -0.33, 0.43], [-0.45, -1.27, -0.13], [0.62, 0.81, -0.15], [1.37, -1.34, 2.48], [1.72, -2.46, 1.74], [2.67, -3.36, 2.23], [3.30, -3.12, 3.45], [2.91, -2.03, 4.23], [1.96, -1.13, 3.73], [-0.92, -0.26, 2.74], [-1.18, -1.05, 3.87], [-2.28, -0.74, 4.69], [-3.13, 0.32, 4.36], [-2.86, 1.11, 3.23], [-1.74, 0.83, 2.44], [1.52, 1.31, 2.86], [1.22, -2.62, 0.78], [2.91, -4.24, 1.63], [4.08, -3.80, 3.80], [3.34, -1.86, 5.22], [1.68, -0.27, 4.35], [-0.55, -1.90, 4.11], [-2.46, -1.34, 5.59], [-3.98, 0.58, 5.01], [-3.51, 1.95, 2.95], [-1.49, 1.46, 1.59]], "s_squared": 8.75, "mol_weight_g_mol": 619.37, "energy_ev": -77884.302, "spin_multiplicity": 6}

=====

9.
{"formula": "C5H12O", "method": "ωB97M-V with the def2-TZVPD basis set", "symbols": ["C", "O", "C", "C", "C", "C", "H", "H", "H", "H", "H", "H", "H", "H", "H", "H", "H", "H"], "positions_angstrom": [[2.72, 0.49, 0.24], [1.46, 0.67, -0.09], [0.48, -0.15, 0.11], [-0.88, 0.27, -0.34], [-1.61, 1.09, 0.73], [-1.71, -0.96, -0.73], [2.50, -1.22, -1.02], [2.95, -0.21, 1.04], [3.36, 1.33, 0.00], [1.77, -1.48, -1.09], [0.63, -0.94, 0.85], [-0.75, 0.90, -1.23], [-1.03, 1.98, 1.01], [-2.59, 1.43, 0.37], [-1.77, 0.50, 1.64], [-1.22, -1.52, -1.54], [-1.82, -1.64, 0.12], [-2.71, -0.67, -1.06]], "mol_weight_g_mol": 88.15, "energy_ev": -7422.898}